1.
Formula: C3H5NO2
Source: OMol25
Level of theory: ωB97M-V/def2-TZVPD

Results
- 2S+1 = 1
- lowest unoccupied orbital energy (eV) = 0.693
- energy above the lowest of the compared OMol25 structures with the same formula, charge and spin (kcal per mole) = 53.9
- Kohn-Sham gap (eV) = 9.43
- highest occupied orbital energy (eV) = -8.74

The geometry in XYZ format:
```
11
Properties=species:S:1:pos:R:3:forces:R:3
C -1.3775 0.3058 -0.3003 -0.2 -0.2 0.0
C -0.8872 -1.0132 -0.3091 -0.1 -0.2 -0.4
O -0.9793 -2.0235 -0.9166 0.1 0.6 0.3
O 0.3630 -1.0915 0.7567 0.1 0.1 0.0
C 1.2888 -0.2115 0.6186 0.0 0.1 -0.1
N 1.1511 0.8699 -0.0848 0.0 -0.1 0.1
H -1.4976 0.7352 0.6940 0.1 -0.1 -0.1
H 0.0112 0.9179 -0.4785 0.1 -0.1 0.1
H -2.2293 0.4458 -0.9617 0.1 0.0 0.1
H 2.2201 -0.4351 1.1466 -0.1 0.1 -0.1
H 1.9367 1.5001 -0.1650 -0.1 -0.1 0.0
```
Forces are in eV/Å.


2.
Formula: C3H5NO2
Source: OMol25
Level of theory: ωB97M-V/def2-TZVPD

Results
- 2S+1 = 1
- lowest unoccupied orbital energy (eV) = 0.712
- energy above the lowest of the compared OMol25 structures with the same formula, charge and spin (kcal per mole) = 41.3
- Kohn-Sham gap (eV) = 11.05
- highest occupied orbital energy (eV) = -10.33
- SMILES string = [H]/N=C\OCC=O

The geometry in XYZ format:
```
11
Properties=species:S:1:pos:R:3:forces:R:3
H 0.9741 0.8236 0.8613 0.2 0.0 0.1
N 1.6968 0.7599 0.1452 -0.1 -0.3 -0.2
C 1.4040 -0.0382 -0.7870 0.1 0.2 0.1
O 0.2842 -0.7915 -0.9556 0.1 0.1 0.0
C -0.6390 -0.7717 0.1177 -0.1 0.0 0.2
C -1.2263 0.6076 0.3934 -0.2 0.0 0.3
O -1.6963 0.9051 1.4634 0.2 -0.1 -0.5
H 2.0881 -0.2044 -1.6184 -0.1 0.0 0.1
H -0.1993 -1.1819 1.0362 -0.1 0.1 -0.1
H -1.4651 -1.4191 -0.1906 0.1 0.0 0.0
H -1.2211 1.3106 -0.4654 0.0 -0.1 0.1
```
Forces are in eV/Å.


3.
Formula: C3H5NO2
Source: OMol25
Level of theory: ωB97M-V/def2-TZVPD

Results
- 2S+1 = 1
- lowest unoccupied orbital energy (alpha / beta) (eV) = -0.861 / -0.860
- energy above the lowest of the compared OMol25 structures with the same formula, charge and spin (kcal per mole) = 161.8
- Kohn-Sham gap (alpha / beta) (eV) = 8.68 / 8.68
- highest occupied orbital energy (alpha / beta) (eV) = -9.54 / -9.54

The geometry in XYZ format:
```
11
Properties=species:S:1:pos:R:3:forces:R:3
O 2.2982 -0.7612 0.1103 0.0 0.1 -0.2
N 1.4305 -0.2247 0.8692 -0.4 0.1 -0.2
C 0.4781 0.2386 0.0049 0.1 0.2 0.5
C -0.7185 1.0571 0.4721 0.3 0.3 0.1
O -1.6462 0.0488 0.0236 0.0 0.0 0.0
C -0.6016 -0.7688 -0.4963 0.1 -0.4 -0.3
H 1.5768 -0.2008 -0.8474 0.1 -0.1 0.2
H -0.8559 1.9971 -0.0721 -0.1 -0.1 0.1
H -0.7712 1.2413 1.5568 0.0 -0.1 -0.3
H -0.5323 -1.7601 -0.0355 -0.1 0.1 0.0
H -0.6578 -0.8673 -1.5858 -0.1 0.0 0.2
```
Forces are in eV/Å.